Computed, not measured: C17H18Br2O4Si2 as an isolated structure, with wB97M-V/def2-TZVPD.

The geometry in XYZ format:
```
43
C17H18Br2O4Si2, DFT wB97M-V/def2-TZVPD
Br 1.0128 2.3130 -2.4356
Br 2.1463 -0.0296 -6.1549
Si 3.2317 0.0861 -3.2627
Si 3.3215 -1.8977 -1.1654
O 1.9318 -2.8039 -1.0087
O 0.6767 -1.5994 2.6553
O -3.4085 1.8623 2.5354
O 2.9926 -0.3444 -1.6668
C -0.7719 -0.2035 3.8813
C -1.8268 0.7110 3.8486
C -2.6849 0.6402 0.1259
C -1.6609 0.9841 6.2263
C -2.2639 1.3066 5.0241
C -0.6432 1.2852 -4.5139
C -0.1725 -0.5252 5.0915
C -2.0395 0.3734 1.3254
C -0.6179 0.0646 6.2604
C 0.8428 1.4806 -4.2080
C -2.5045 1.0545 2.5660
C -0.5293 -1.1204 0.1792
C -0.2687 -0.8403 2.6303
C -1.1739 -0.8468 -1.0089
C -2.2528 0.0291 -1.0369
C -0.9615 -0.5151 1.3522
C 1.6283 0.1852 -4.2724
H 0.6400 -1.2372 5.1093
H -3.0762 2.0181 4.9890
H 4.1154 -0.9061 -3.8979
H -0.8796 1.6979 -5.4810
H -0.8303 -1.3140 -1.9230
H 0.3121 -1.7954 0.1915
H -1.2514 1.7696 -3.7765
H -2.7519 0.2437 -1.9729
H 4.0580 -1.8442 0.0999
H -0.1519 -0.1902 7.2026
H 0.9706 -0.6442 -4.0783
H 1.2661 2.1808 -4.8964
H -3.5161 1.3303 0.1102
H 3.8837 1.4028 -3.3450
H 4.1288 -2.5642 -2.2021
H 1.9711 -3.4803 -1.7087
H -2.0038 1.4478 7.1412
H -0.8886 0.2353 -4.5297
```


Computed, not measured: H23O11 as an isolated structure, with wB97M-V/def2-TZVPD.

Its spin multiplicity is 2.

The geometry in XYZ format:
```
34
H23O11, DFT wB97M-V/def2-TZVPD
O 1.3614 -3.6138 -1.5711
O 1.1809 -0.6268 1.7785
O -2.7701 -1.0744 0.5160
O -0.1580 -1.1762 -0.7339
O 0.9455 0.1215 -3.8573
O -1.2686 1.0716 1.6902
O 1.6687 1.8443 2.7922
O -0.7300 3.7480 1.6266
O -2.2060 0.5365 -2.3119
O -0.9650 -1.5862 2.2370
O 3.0764 0.0440 -0.7922
H -2.8881 0.5574 -2.9899
H 2.1691 -3.1406 -1.3650
H -1.3971 0.6889 0.8154
H 3.9044 -0.4098 -0.5631
H 1.8082 -1.0680 1.1801
H 0.8716 1.3189 2.8757
H 0.1486 -1.3655 2.0255
H -1.2159 3.8773 0.8025
H -1.3449 3.9462 2.3331
H 0.6850 -2.9949 -1.8591
H 1.8185 0.4342 -4.1087
H 1.9825 2.0938 3.6254
H -1.4802 1.1388 -2.5341
H 3.3531 0.4049 -1.6402
H 0.6494 -0.4887 -4.5391
H -1.3191 -1.7254 1.3089
H -0.7470 -0.5665 -1.2021
H -2.8327 -1.0391 -0.4586
H -0.9700 2.0015 1.7097
H -3.6948 -1.3228 0.6639
H -1.2243 -0.6890 2.5149
H 0.6878 -1.0552 -1.1817
H 0.9007 0.1150 1.2126
```


Computed, not measured: a 3-piece molecular cluster, C4H13NO2 overall, with wB97M-V/def2-TZVPD.

The SMILES is C=CCNC.O.O.

The geometry in XYZ format:
```
20
C4H13NO2, DFT wB97M-V/def2-TZVPD
O 0.5633 -4.5423 4.2600
O -1.3967 -2.6911 3.0423
N -0.7047 1.0898 -1.5517
C 1.8993 3.2370 -0.4314
C -0.9900 0.2088 -2.7039
C 0.7246 1.2301 -1.2616
C 1.0813 2.7101 -1.3279
H 2.1467 4.2647 -0.3406
H -2.1490 -2.3753 2.5298
H 2.2232 2.6672 0.4332
H -1.5897 -2.3767 3.9297
H -1.9880 0.4360 -3.1019
H 1.3066 0.7638 -2.0561
H -1.2914 0.6461 -0.8723
H 0.5283 -4.4989 3.3057
H -0.3690 -4.3712 4.4245
H 0.4462 3.2521 -2.0169
H -0.3194 0.3671 -3.5446
H -1.0993 -0.8482 -2.4288
H 0.9778 0.8310 -0.2874
```


Computed, not measured: one molecule with the formula C25H33N5O5, with wB97M-V/def2-TZVPD.

The SMILES is Cc1cc(NC(=O)CCC(=O)N(C[C@H]2CCCO2)[C@@H](C(=O)NC2CCCC2)c2cccnc2)no1.

The geometry in XYZ format:
```
68
C25H33N5O5, DFT wB97M-V/def2-TZVPD
O 0.1375 0.2504 1.2135
O -2.6727 -3.4194 0.5348
O -4.9451 0.7803 1.0814
O 1.4785 0.9000 -2.9109
O 4.8319 -0.5166 -0.0126
N 1.8579 -0.5297 0.0038
N -3.6070 0.5555 1.1193
N -0.1776 1.1328 -1.3827
N 2.8505 2.6398 2.5859
N -2.1604 -1.2621 1.0174
C 4.0511 -1.6761 0.2207
C -1.2817 1.1846 -2.3112
C -1.9141 -0.2016 -2.5684
C 1.5126 4.0804 1.2457
C -2.4318 2.0392 -1.7814
C -4.6867 -1.4090 0.9133
C 4.8758 -2.8855 -0.2646
C 5.9091 -0.8482 -0.8670
C -0.3576 -2.8681 0.6204
C 0.6130 -2.0577 1.4938
C 1.0962 0.9685 -1.7588
C 1.4410 3.1187 0.2504
C 2.2191 3.7871 2.4000
C -3.4338 0.0225 -2.6226
C 2.7821 1.7297 1.6358
C 2.0711 1.8972 0.4481
C 2.0869 0.7987 -0.5847
C 6.2625 -2.2900 -0.5113
C -3.4360 -0.7439 1.0231
C -3.6283 1.5412 -2.5835
C 2.6955 -1.5919 -0.5103
C -1.8497 -2.5540 0.7373
C -5.5936 -0.3909 0.9571
C 0.8748 -0.6868 0.8993
C -7.0748 -0.3748 0.8989
H 6.7098 -0.1339 -0.6761
H -3.5938 1.9506 -3.5945
H -7.4423 -1.3583 0.6234
H -3.8778 -0.4177 -3.5143
H -0.8911 1.5913 -3.2494
H -1.6550 -0.8791 -1.7538
H -0.2598 -3.9306 0.8533
H -2.5826 1.8280 -0.7202
H -3.9097 -0.4362 -1.7562
H 1.5396 -2.6146 1.6265
H -1.5319 -0.6322 -3.4923
H 5.6011 -0.7718 -1.9199
H 6.8074 -2.7960 -1.3037
H 3.8655 -1.7185 1.3024
H 3.3313 0.8161 1.8217
H 0.1702 -1.9017 2.4798
H -2.2526 3.1057 -1.9070
H 4.8880 -3.6891 0.4677
H -4.8492 -2.4594 0.8138
H -7.4848 -0.0989 1.8698
H 3.0942 0.7747 -1.0146
H -7.4121 0.3604 0.1710
H 2.1875 -2.5525 -0.4297
H -0.3971 1.1273 -0.3918
H 2.2964 4.4998 3.2105
H 4.4582 -3.2686 -1.1967
H -4.5766 1.8237 -2.1296
H 6.8554 -2.3111 0.4031
H 0.9062 3.3227 -0.6653
H -0.1079 -2.7478 -0.4392
H 1.0277 5.0363 1.1231
H -1.4307 -0.5672 1.1998
H 2.8738 -1.3888 -1.5702
```


For reference, DFT total energy by record: -181955.2124 -22892.4106 -9942.2127 -44149.2513 eV.
For reference, strongest force on any atom by record: 1.05 2.23 1.90 1.29 eV/Å.